Version i
Density functional theory data (ωB97M-V/def2-TZVPD) for a 2-piece molecular cluster, CH3NO2S overall.

Structure (SMILES) = O=NO.C=S
Gap between HOMO and LUMO = 8.3 eV
Lowest unoccupied orbital energy = -0.364 eV

Each line ends with the natural charge from an NBO analysis.
Positions of all 8 atoms, in Å:
C (1.37571, 1.18915, -1.13857)  -0.481
N (-0.82793, -1.01668, 0.94323)  0.322
O (-0.46077, -1.47726, -0.15421)  -0.307
O (-1.83922, -1.65413, 1.57474)  -0.495
S (0.77801, 2.67628, -1.20099)  0.060
H (1.28659, 0.56168, -0.26092)  0.212
H (1.59913, 0.93342, -2.14386)  0.206
H (-1.91152, -1.21246, 2.38057)  0.484



Version ii
Density functional theory data (ωB97M-V/def2-TZVPD) for the molecule CH3NO2S.

Structure (SMILES) = O=S1(=O)CN1
Gap between HOMO and LUMO = 11.1 eV
Lowest unoccupied orbital energy = 0.537 eV

Each line ends with the natural charge from an NBO analysis.
Positions of all 8 atoms, in Å:
C (-0.46103, -0.78677, -0.12188)  -0.470
N (-0.44442, 0.38428, 0.86486)  -0.861
O (0.75645, 1.13222, -1.42348)  -0.903
O (2.12895, 0.22803, 0.43467)  -0.867
S (0.88610, 0.38812, -0.15858)  2.258
H (-0.63406, -1.84095, 0.19933)  0.227
H (-1.08533, -0.52860, -0.93278)  0.207
H (-1.14667, 1.02368, 1.13785)  0.409



Version iii
Density functional theory data (ωB97M-V/def2-TZVPD) for CH3NO2S as an isolated structure.

Gap between HOMO and LUMO = 9.5 eV
Lowest unoccupied orbital energy = 0.176 eV

Each line ends with the natural charge from an NBO analysis.
Positions of all 8 atoms, in Å:
C (0.01574, 0.29550, 1.17098)  0.238
N (0.06510, -0.85392, -1.15567)  -1.073
O (0.92952, -0.36795, 1.44792)  -0.511
O (-1.36642, 1.20965, -0.81705)  -0.934
S (-1.13595, -0.10377, -0.27767)  1.380
H (-0.09805, 1.61079, 1.73597)  0.102
H (0.69772, -1.50865, -0.67455)  0.407
H (0.89235, -0.28164, -1.42995)  0.391



Version iv
Density functional theory data (ωB97M-V/def2-TZVPD) for the molecule CH3NO2S.

Gap between HOMO and LUMO = 9.6 eV
Lowest unoccupied orbital energy = 0.415 eV

Each line ends with the natural charge from an NBO analysis.
Positions of all 8 atoms, in Å:
C (0.70220, -0.59559, 0.56844)  -0.052
N (1.43441, 0.40138, 0.45505)  -0.612
O (-1.57353, -1.54641, 1.42109)  -0.933
O (-1.24829, 0.88584, 1.01994)  -0.902
S (-0.72880, -0.44771, 1.81710)  1.429
H (0.32574, -1.38882, -0.04883)  0.188
H (2.17507, 0.48670, -0.29195)  0.371
H (-0.82481, 1.74422, 1.40144)  0.511



Need the numbers? Relative energies in kcal/mol: version i 51.6; version ii 19.6; version iii 16.8; version iv 0.0.



Version i
Density functional theory data (ωB97M-V/def2-TZVPD) for the molecule C6H12N2O.

Gap between HOMO and LUMO (alpha / beta) = 7.3 / 7.3 eV
Lowest unoccupied orbital energy (alpha / beta) = 0.657 / 0.656 eV

Each line ends with the natural charge from an NBO analysis.
Positions of all 21 atoms, in Å:
C (-2.73043, 0.17353, -0.28588)  -0.684
C (1.53961, 0.73513, 0.98204)  -0.654
C (-1.37661, -0.24526, 0.03614)  0.228
C (-0.37907, -0.91473, 0.50234)  0.080
C (0.99688, -0.24041, -0.04963)  0.202
N (0.33184, 1.95316, -1.42029)  -0.504
N (-0.20166, -2.06232, 1.22288)  -0.807
C (1.88992, -1.06728, -0.69438)  -0.665
O (-0.03750, 0.61940, -1.08046)  -0.441
H (0.06969, 2.06077, -2.39571)  0.345
H (-0.25938, 2.56707, -0.86458)  0.333
H (0.77171, -2.30369, 1.37336)  0.404
H (-0.84674, -2.28179, 1.96436)  0.387
H (-2.90686, 1.22508, -0.03524)  0.227
H (-2.95912, 0.03244, -1.34662)  0.236
H (-3.44911, -0.42055, 0.29320)  0.247
H (2.18427, 1.47047, 0.50148)  0.237
H (2.11957, 0.20477, 1.73911)  0.223
H (0.73871, 1.27320, 1.49050)  0.206
H (1.55571, -1.75825, -1.45659)  0.201
H (2.94855, -1.02072, -0.47601)  0.200



Version ii
Density functional theory data (ωB97M-V/def2-TZVPD) for the molecule C6H12N2O.

Structure (SMILES) = CC(=O)[C@@]1(C)NC[C@@H]1N
Gap between HOMO and LUMO = 9.9 eV
Lowest unoccupied orbital energy = 0.932 eV

Each line ends with the natural charge from an NBO analysis.
Positions of all 21 atoms, in Å:
C (-1.94553, -1.83856, -0.22636)  -0.723
C (-0.77438, 0.66021, -1.18611)  -0.626
C (-0.77420, -1.26983, 0.53077)  0.607
C (-0.29758, 0.13554, 0.16044)  -0.032
N (-0.49911, 1.10590, 1.20639)  -0.609
O (-0.23516, -1.88902, 1.42051)  -0.550
H (-0.62525, 0.64759, 2.10588)  0.359
H (-2.17996, -2.82716, 0.16002)  0.236
H (-2.80832, -1.18177, -0.11932)  0.234
H (-1.71007, -1.91474, -1.28666)  0.236
H (-1.86162, 0.65863, -1.23697)  0.217
H (-0.37600, 0.05517, -1.99981)  0.217
H (-0.43984, 1.68717, -1.31504)  0.217
N (2.17546, 0.05290, -0.80395)  -0.846
C (1.33459, 0.20741, 0.33046)  -0.067
C (1.23230, 1.53579, 1.01843)  -0.236
H (2.16086, 0.85032, -1.42875)  0.364
H (3.10999, -0.26034, -0.57506)  0.376
H (1.52615, -0.60929, 1.02933)  0.228
H (0.98387, 2.43378, 0.46035)  0.201
H (2.00379, 1.76028, 1.75543)  0.199



Version iii
Density functional theory data (ωB97M-V/def2-TZVPD) for the molecule C6H12N2O.

Gap between HOMO and LUMO (alpha / beta) = 8.3 / 8.3 eV
Lowest unoccupied orbital energy (alpha / beta) = 0.165 / 0.167 eV

Each line ends with the natural charge from an NBO analysis.
Positions of all 21 atoms, in Å:
C (2.38664, -1.11984, -0.05958)  -0.625
C (-1.21393, 1.69276, -0.36804)  -0.690
C (-2.59864, -0.37277, 0.08598)  -0.683
C (-0.13065, -0.62177, 0.01284)  0.207
C (1.31534, -0.06518, 0.22451)  0.244
C (-1.24340, 0.22894, -0.09231)  0.317
N (1.76002, 1.25771, -0.15406)  -0.859
O (-0.35052, -1.97851, -0.27549)  -0.713
N (0.45336, -0.20448, 1.30731)  -0.515
H (-0.19959, -2.46280, 0.54759)  0.480
H (1.67941, 1.88833, 0.63531)  0.375
H (2.70553, 1.27177, -0.51270)  0.368
H (3.24416, -0.92253, 0.58820)  0.213
H (2.03708, -2.12936, 0.12741)  0.226
H (2.71028, -1.06031, -1.10200)  0.211
H (-1.43597, 2.25064, 0.54740)  0.240
H (-0.25650, 2.02216, -0.75801)  0.267
H (-3.30697, 0.35824, 0.47908)  0.221
H (-2.56647, -1.25182, 0.72921)  0.241
H (-2.97233, -0.71116, -0.88752)  0.253
H (-2.01683, 1.92998, -1.07515)  0.222



Version iv
Density functional theory data (ωB97M-V/def2-TZVPD) for C6H12N2O as an isolated structure.

Gap between HOMO and LUMO (alpha / beta) = 6.5 / 6.7 eV
Lowest unoccupied orbital energy (alpha / beta) = 0.417 / 0.301 eV

Each line ends with the natural charge from an NBO analysis.
Positions of all 21 atoms, in Å:
C (-1.95425, -0.42513, 0.10582)  -0.166
C (2.19986, -0.31347, 1.07194)  -0.675
C (-0.29796, 0.28490, 0.84193)  0.073
C (0.94840, -0.16897, 0.25155)  0.176
C (-0.24137, 1.39843, -0.01600)  0.089
N (0.98130, -0.78615, -1.06121)  -0.837
N (-1.84020, -1.30539, -0.94093)  -0.803
C (-0.58039, 2.05439, -1.10477)  -0.586
O (-0.39502, 0.47990, 2.23244)  -0.683
H (-0.02487, -0.30595, 2.66212)  0.472
H (0.72022, -0.11474, -1.78950)  0.374
H (1.92197, -1.08668, -1.29753)  0.370
H (-1.67893, -0.84998, -1.83569)  0.363
H (-1.12229, -2.01223, -0.78558)  0.385
H (-2.62471, 0.41001, -0.07290)  0.201
H (-2.12244, -0.91999, 1.05471)  0.188
H (3.07844, 0.03351, 0.51023)  0.218
H (2.16603, 0.26275, 1.99954)  0.234
H (2.38177, -1.35939, 1.34635)  0.212
H (-0.12402, 2.99445, -1.40183)  0.217
H (-1.39153, 1.72973, -1.77067)  0.179



Need the numbers? Relative energies in kcal/mol: version i 107.6; version ii 0.0; version iii 28.3; version iv 99.8.



Version i
Density functional theory data (ωB97M-V/def2-TZVPD) for a 3-piece molecular cluster, C6H12N2O overall.

Structure (SMILES) = [H]/N=C(/C)C#N.C=CC.O
Gap between HOMO and LUMO = 10.4 eV
Lowest unoccupied orbital energy = 0.515 eV

Each line ends with the natural charge from an NBO analysis.
Positions of all 21 atoms, in Å:
C (1.66821, 0.14583, -1.08781)  -0.060
C (2.49638, -0.87248, -0.76727)  -0.535
C (1.90650, 1.57038, -0.72889)  -0.666
O (0.68053, -0.50053, 1.35251)  -1.014
H (0.95742, -0.05447, 2.15719)  0.472
H (0.74467, -0.05586, -1.61819)  0.207
H (1.52620, -0.76245, 0.73499)  0.494
H (3.45542, -0.67553, -0.30704)  0.205
H (2.36674, -1.84917, -1.20767)  0.217
H (2.20238, 2.11352, -1.62654)  0.232
H (2.69988, 1.67136, 0.01076)  0.209
H (0.98993, 2.02593, -0.35077)  0.244
C (-2.20380, -1.47134, 0.33248)  -0.671
C (-2.60409, -0.05383, 0.56052)  0.201
N (-3.44169, 0.26804, 1.45354)  -0.544
C (-1.98947, 0.92394, -0.30559)  0.230
N (-1.56959, 1.74718, -0.98825)  -0.306
H (-3.61418, 1.26938, 1.53014)  0.348
H (-2.86981, -2.12879, 0.88243)  0.238
H (-2.21635, -1.71615, -0.72815)  0.223
H (-1.18528, -1.59497, 0.70161)  0.277



Version ii
Density functional theory data (ωB97M-V/def2-TZVPD) for the molecule C6H12N2O.

Structure (SMILES) = C[C@]12[C@H](NC[C@@H]1O)[C@@H]2N
Gap between HOMO and LUMO = 9.0 eV
Lowest unoccupied orbital energy = 0.655 eV

Each line ends with the natural charge from an NBO analysis.
Positions of all 21 atoms, in Å:
C (1.41452, 1.74738, -0.00270)  -0.630
C (0.21097, 0.65742, -0.04623)  -0.151
C (0.62220, -0.60150, -0.71011)  0.066
C (-0.25260, -1.79739, -0.03070)  -0.241
C (-0.57278, 0.24356, 1.15718)  -0.069
C (-1.37143, 0.86112, -0.00101)  -0.047
H (2.43516, 1.20112, -0.01350)  0.226
H (1.48739, 2.57964, 1.02421)  0.226
H (1.28342, 2.30548, -1.12249)  0.227
H (0.68872, -0.56097, -1.76326)  0.199
H (2.24985, -0.67730, 0.44841)  0.447
H (-1.26631, -1.99865, -0.64598)  0.190
H (0.07588, -2.79016, 0.20006)  0.224
H (0.51312, -1.30229, 1.88156)  0.347
H (-0.71151, 1.03389, 2.07265)  0.226
H (-1.78374, 1.90237, 0.30143)  0.215
H (-1.73806, -0.25034, -1.88269)  0.362
H (-2.68447, -0.57272, -0.66097)  0.351
N (-0.45878, -1.11171, 1.33539)  -0.625
N (-2.20602, 0.14417, -0.99256)  -0.828
O (2.06448, -1.01313, -0.54870)  -0.714



Version iii
Density functional theory data (ωB97M-V/def2-TZVPD) for C6H12N2O as an isolated structure.

Gap between HOMO and LUMO = 8.0 eV
Lowest unoccupied orbital energy = 0.457 eV

Each line ends with the natural charge from an NBO analysis.
Positions of all 21 atoms, in Å:
C (-0.94819, -1.71340, 0.88098)  -0.425
C (-1.76184, 1.02278, 0.45075)  -0.699
C (-0.99569, 0.20046, -0.56467)  0.627
O (-1.30796, 0.49397, -1.87779)  -0.677
N (-0.71104, -1.10518, -0.40137)  -0.608
H (-1.46167, 1.44265, -1.96915)  0.462
H (-2.01576, -1.77996, 1.10680)  0.180
H (-0.44822, -1.16235, 1.69476)  0.159
H (-0.52794, -2.71811, 0.83902)  0.202
H (-1.92799, 2.04398, 0.10591)  0.203
H (-1.21410, 1.04298, 1.39232)  0.231
H (-2.73678, 0.56590, 0.61520)  0.240
C (1.46275, -0.67459, -0.39114)  0.009
C (1.42396, 1.77135, -0.81025)  -0.013
C (2.29421, -0.99214, 0.61623)  -0.475
N (0.86674, 0.70055, -0.42909)  -0.402
H (1.55776, -1.12680, -1.37227)  0.214
H (0.91455, 2.71757, -0.68278)  0.188
H (2.36702, 1.60641, -1.33568)  0.176
H (2.31672, -0.42264, 1.53401)  0.198
H (2.85347, -1.91345, 0.59822)  0.212



Version iv
Density functional theory data (ωB97M-V/def2-TZVPD) for C6H12N2O as an isolated structure.

Gap between HOMO and LUMO = 8.7 eV
Lowest unoccupied orbital energy = 0.858 eV

Each line ends with the natural charge from an NBO analysis.
Positions of all 21 atoms, in Å:
C (-1.00051, 1.40373, -0.53337)  -0.418
C (-1.74903, -0.79296, -1.13632)  -0.416
C (2.25208, 0.90983, 0.20402)  -0.627
N (-0.62002, -0.01832, -0.61334)  -0.407
C (0.92865, -1.23279, -0.49855)  0.672
C (-0.03118, -0.54940, 0.62086)  0.122
N (-0.78413, -0.72859, 1.79585)  -0.887
C (1.48267, -0.35705, 0.55980)  -0.344
O (1.21041, -2.09454, -1.27602)  -0.552
H (-0.96161, -1.68516, 2.06367)  0.396
H (-0.77255, 0.04028, 2.45754)  0.384
H (2.01825, -0.90526, 1.33778)  0.237
H (-1.88065, 1.53616, 0.10459)  0.184
H (-0.21720, 2.00309, -0.08129)  0.203
H (-1.48571, -1.84383, -1.21996)  0.221
H (-2.61922, -0.73732, -0.47490)  0.188
H (-2.00226, -0.42233, -2.12955)  0.203
H (-1.21871, 1.77717, -1.53389)  0.203
H (3.22785, 0.86063, 0.69145)  0.215
H (2.41744, 0.99004, -0.86998)  0.220
H (1.80545, 1.84663, 0.53162)  0.203



Need the numbers? Relative energies in kcal/mol: version i 0.0; version ii 78.4; version iii 52.5; version iv 32.2.